# C4H15N3O

2 unconnected molecules or ions with the total composition C4H15N3O at a distorted geometry (wB97M-V/def2-TZVPD, OMol25).

Calculated values
- energy relative to the best compared isomer or geometry (same formula, charge and spin) (kcal/mol) = 19.0
- orbital gap (eV) = 9.70
- highest occupied orbital energy (eV) = -8.87
- LUMO energy (Ha) = 0.0306
- SMILES = C[C@H](CN)NCN.O

Geometry as ORCA input:
```
! wB97M-V def2-TZVPD RIJCOSX def2/J DEFGRID3
* xyz 0 1
C -0.9737 -0.9503 0.8666
N -1.0859 -0.1625 2.1150
C 0.3234 -0.6191 0.0657
C 1.2559 -1.8657 0.1019
N -0.0227 -0.1626 -1.2598
C 0.8501 0.8911 -1.7990
N 0.9706 2.1139 -0.9928
H -1.0848 -2.0352 0.9868
H -1.8119 -0.6311 0.2806
H -1.9810 -0.3969 2.5355
H -0.3671 -0.4335 2.7700
H 0.8134 0.1776 0.6007
H 1.0311 -2.3824 1.0325
H 1.0301 -2.5143 -0.7496
H 2.3040 -1.6147 0.0897
H -0.0052 -0.9018 -1.9537
H 0.4404 1.2689 -2.7307
H 1.8908 0.5682 -1.9142
H 0.0526 2.3503 -0.6204
H 1.6646 1.9985 -0.2682
H -1.6332 1.7235 1.0487
H -1.9334 1.4183 -0.3931
O -1.7281 2.1597 0.1880
*
```

# C4H15N3O

2 unconnected molecules or ions with the total composition C4H15N3O at a distorted geometry (wB97M-V/def2-TZVPD, OMol25).

Calculated values
- energy relative to the best compared isomer or geometry (same formula, charge and spin) (kcal/mol) = 50.0
- orbital gap (eV) = 9.50
- highest occupied orbital energy (eV) = -16.16
- LUMO energy (Ha) = -0.2447

Geometry as ORCA input:
```
! wB97M-V def2-TZVPD RIJCOSX def2/J DEFGRID3
* xyz 2 1
C -1.0213 0.6355 -1.5046
C 0.3717 0.8523 -1.0288
C 0.9281 -0.2257 -0.2359
C 0.8492 -1.5391 -0.6633
N 1.2119 -2.7443 -0.0684
N 1.7875 0.1168 0.8869
N -2.0714 0.7219 -0.3319
H -1.3519 1.4493 -2.1610
H -1.1183 -0.2801 -2.1694
H 0.8521 0.9234 -1.9714
H 0.4222 1.6733 -0.2519
H 0.2935 -1.6704 -1.6334
H 1.1226 -3.6328 -0.6083
H 1.7360 -2.9031 0.7767
H 1.5124 0.9556 1.4231
H 2.7707 0.2794 0.5748
H 1.7773 -0.6626 1.5742
H -1.6638 0.4678 0.6192
H -2.4362 1.7168 -0.3552
H -2.9543 0.2231 -0.4807
H -1.0794 0.5671 2.9080
H -1.0907 1.9853 2.4821
O -0.8482 1.0904 2.2191
*
```

# C4H15N3OPd

A molecular structure, C4H15N3OPd at a distorted geometry (wB97M-V/def2-TZVPD, OMol25).

Calculated values
- expectation value of S² = 6.01
- orbital gap (alpha / beta) (eV) = 11.15 / 7.33
- highest occupied orbital energy (alpha / beta) (eV) = -27.38 / -28.26
- LUMO energy (alpha / beta) (Ha) = -0.5966 / -0.7692

Geometry as ORCA input:
```
! wB97M-V def2-TZVPD RIJCOSX def2/J DEFGRID3
* xyz 4 5
Pd -1.3287 0.4259 0.7886
N 0.3057 2.4362 -0.4705
C 1.6192 2.5583 0.0652
C 2.6867 1.5550 -0.3744
N 2.6980 0.1835 0.1433
C 2.5018 -0.4158 1.4643
C 1.4411 0.0510 2.4578
N 0.0108 -0.3994 2.2507
H 0.2149 2.1642 -1.4649
H -0.3137 3.2453 -0.2832
H 1.5656 2.7549 1.1462
H 1.9464 3.5883 -0.3156
H 3.6752 1.9846 -0.1150
H 2.7331 1.4747 -1.4675
H 3.2891 -0.4168 -0.4514
H 3.4924 -0.3063 1.9587
H 2.4442 -1.4988 1.2987
H 1.4537 1.1212 2.6606
H 1.7266 -0.4064 3.4158
H -0.5130 -0.2203 3.1189
H -0.0457 -1.4148 2.0982
O -3.1461 -0.1445 0.1266
H -3.7478 -0.7215 0.6462
H -3.5085 -0.0770 -0.7832
*
```

# C4H15N5O

2 unconnected molecules or ions with the total composition C4H15N5O at a distorted geometry (wB97M-V/def2-TZVPD, OMol25).

Calculated values
- energy relative to the best compared isomer or geometry (same formula, charge and spin) (kcal/mol) = 7.4
- orbital gap (eV) = 10.37
- highest occupied orbital energy (eV) = -16.41
- LUMO energy (Ha) = -0.2219

Geometry as ORCA input:
```
! wB97M-V def2-TZVPD RIJCOSX def2/J DEFGRID3
* xyz 2 1
C -0.3431 -0.8314 0.9473
C 2.5046 0.2783 3.2807
C -1.8149 0.8146 -2.8595
C -0.8864 0.9327 -1.6480
N 0.8031 -1.4609 0.6154
N -1.3531 -0.6025 1.5853
N 0.4657 -0.1661 -0.0354
N -3.0274 -0.0565 -2.6981
N 2.9967 0.0635 1.8748
O -0.2233 -0.3037 -1.3116
H 3.3265 0.5474 3.9463
H 1.8358 1.1272 3.0305
H 1.8119 -0.5186 3.5374
H -1.2585 0.2941 -3.6794
H -2.1330 1.7809 -3.1998
H -0.0714 1.7411 -1.7324
H -1.4353 0.9853 -0.6972
H 0.7786 -2.4503 0.1214
H -1.4374 -1.1977 2.3758
H 3.4284 -0.8034 1.8814
H -3.7708 0.1071 -2.0595
H -2.6751 -1.0735 -2.4851
H -3.5103 0.0098 -3.5515
H 3.7735 0.7498 1.6893
H 2.2151 0.0327 1.0719
*
```